A molecular structure, C43H36F3N9STi, computed with ωB97M-V with the def2-TZVPD basis set.

Energy above the lowest of the compared OMol25 structures with the same formula, charge and spin, kJ/mol: 0.00
Lowest unoccupied orbital energy (spin up / spin down), eV: -3.192 / -3.258
Highest occupied orbital energy (spin up / spin down), eV: -9.68 / -9.72
Energy, eV: -100688.4588
Gap between HOMO and LUMO (spin up / spin down), eV: 6.49 / 6.46
F_max, eV/A: 0.877
Charge: +1
Spin multiplicity: 2

Positions of all 93 atoms, in Å:
Ti (0.24412, 0.07905, -0.29349)
C (3.75927, -0.07727, 5.42926)
C (3.28874, -0.31424, 4.02284)
C (4.08166, 0.02255, 2.92818)
C (3.63021, -0.16855, 1.63397)
C (2.38265, -0.73128, 1.37520)
N (1.96983, -0.98103, 0.03240)
C (2.48035, -2.20724, -0.44223)
C (3.19484, -3.06893, 0.41052)
C (3.71874, -4.28320, 0.00427)
C (3.57760, -4.72265, -1.30219)
C (4.14916, -6.02513, -1.77870)
C (2.87336, -3.89064, -2.15662)
C (2.30688, -2.68582, -1.75228)
N (1.56062, -2.01198, -2.75654)
C (0.84132, -2.64333, -3.71840)
C (0.60654, -1.74072, -4.71636)
C (1.22940, -0.56564, -4.26589)
N (1.79525, -0.71936, -3.07862)
C (1.59584, -1.07900, 2.47845)
C (2.03497, -0.85478, 3.77863)
N (0.35677, -1.73458, 2.28697)
C (-0.15241, -2.74897, 3.02266)
C (-1.27582, -3.20253, 2.37856)
C (-1.37785, -2.40131, 1.23239)
N (-0.39474, -1.51662, 1.19472)
H (4.77988, 0.30155, 5.44376)
H (3.12481, 0.64907, 5.94282)
H (3.73525, -0.99747, 6.01389)
H (5.06589, 0.44422, 3.09449)
H (4.25729, 0.08057, 0.78624)
H (3.35387, -2.79512, 1.44181)
H (4.25245, -4.88403, 0.73068)
H (4.83722, -6.44061, -1.04357)
H (3.36328, -6.76253, -1.95259)
H (4.69557, -5.90160, -2.71445)
H (2.77021, -4.16922, -3.19807)
H (0.55661, -3.67494, -3.60456)
H (0.05095, -1.90021, -5.62324)
H (1.28500, 0.38509, -4.76625)
H (1.38057, -1.10174, 4.60716)
H (0.35346, -3.09180, 3.90864)
H (-1.91467, -4.01601, 2.67218)
H (-2.09416, -2.41831, 0.42914)
C (-0.77310, 2.07152, -3.47665)
C (0.58643, 2.18608, -2.86575)
C (1.67411, 2.62505, -3.62033)
C (2.91939, 2.72557, -3.03694)
C (3.05463, 2.52365, -1.66920)
C (1.91395, 2.18403, -0.96382)
N (0.74140, 1.92346, -1.56518)
C (1.84736, 2.26101, 0.52661)
C (2.80953, 3.00678, 1.18791)
C (2.72856, 3.12696, 2.55894)
C (1.64360, 2.58431, 3.20870)
C (0.64075, 1.93608, 2.48610)
N (0.77796, 1.72006, 1.15908)
C (-0.59869, 1.50561, 3.20804)
C (-0.83882, 1.91792, 4.51750)
C (-2.01665, 1.51633, 5.13062)
C (-2.92243, 0.76372, 4.41721)
C (-2.63513, 0.43457, 3.09282)
C (-3.64763, -0.29738, 2.26324)
N (-1.48467, 0.78756, 2.51935)
H (-1.00882, 3.00077, -3.99793)
H (-1.53020, 1.89485, -2.72260)
H (-0.81494, 1.25859, -4.20146)
H (1.52745, 2.85869, -4.66672)
H (3.78078, 3.00035, -3.63104)
H (4.01303, 2.63715, -1.18846)
H (3.61167, 3.47289, 0.63966)
H (3.49752, 3.65125, 3.11058)
H (1.56841, 2.66233, 4.27792)
H (-0.16374, 2.56092, 5.05424)
H (-2.22713, 1.81642, 6.14860)
H (-3.86027, 0.45110, 4.85713)
H (-4.63244, 0.15659, 2.38110)
H (-3.72756, -1.34018, 2.57167)
H (-3.36767, -0.26948, 1.21356)
F (-4.76188, 0.00033, -3.74204)
C (-4.62471, -0.53332, -2.51414)
F (-4.11316, -1.75466, -2.66021)
F (-5.86861, -0.68041, -2.01730)
C (-3.80958, 0.36399, -1.61970)
C (-4.41891, 1.51419, -1.14694)
C (-3.72863, 2.40356, -0.33500)
C (-2.43055, 2.07723, 0.00844)
N (-1.84444, 0.97296, -0.43785)
C (-2.46865, 0.12446, -1.27800)
S (-1.37787, -1.09960, -1.85962)
H (-5.44673, 1.71444, -1.42366)
H (-4.18469, 3.31399, 0.02351)
H (-1.83074, 2.70142, 0.65812)

Atomic forces in eV per Å
-0.5 -0.7 0.2
0.0 0.0 0.1
0.0 0.0 0.0
0.0 0.0 0.0
-0.1 0.0 0.1
-0.1 0.1 0.0
-0.5 0.3 -0.1
0.0 -0.2 0.0
0.0 0.0 0.0
0.0 0.0 0.0
0.0 0.1 0.1
0.1 -0.1 0.0
0.0 0.0 0.0
0.1 -0.1 0.1
-0.1 0.2 0.0
0.0 -0.1 0.0
0.0 0.0 0.0
0.0 0.0 0.1
0.2 0.0 -0.1
0.2 0.1 0.1
0.0 0.0 -0.1
0.0 -0.2 0.0
0.0 -0.1 0.0
0.0 0.0 0.0
0.0 0.1 0.0
0.0 0.3 -0.5
0.0 0.0 0.0
0.0 0.0 0.0
0.0 0.0 0.0
0.0 0.0 0.0
0.0 0.0 0.0
0.0 0.1 0.0
0.0 0.0 0.0
0.0 0.0 0.0
0.0 0.0 0.0
0.0 0.0 0.0
0.0 0.0 0.0
0.0 0.0 0.0
0.0 0.0 0.0
0.0 0.0 0.0
0.0 0.0 0.0
0.0 0.0 0.0
0.0 0.0 0.0
0.0 -0.1 0.0
0.0 0.0 -0.1
0.1 0.1 0.0
-0.1 0.0 0.0
0.1 0.0 0.0
-0.2 -0.1 -0.2
0.1 0.2 0.2
-0.1 -0.3 0.2
0.0 0.3 0.1
0.0 -0.1 0.0
0.0 0.0 0.0
-0.2 0.0 -0.2
0.2 -0.1 0.0
0.4 0.3 -0.1
-0.1 0.0 0.0
-0.1 -0.1 -0.1
0.1 0.1 0.0
0.0 0.0 0.0
0.1 0.0 0.0
0.0 0.0 -0.1
-0.1 0.0 0.0
0.0 0.0 0.0
0.0 0.0 0.0
0.0 0.0 0.0
0.0 0.0 0.0
0.0 0.0 0.0
0.0 0.0 0.0
0.0 0.0 0.0
0.0 0.0 0.0
0.0 0.1 0.1
0.1 0.0 0.1
0.0 0.0 0.0
0.0 0.0 0.0
0.0 0.0 0.0
0.0 0.0 0.0
0.0 0.0 0.0
0.0 0.0 0.0
0.0 0.0 0.0
0.0 0.0 0.0
0.0 0.0 0.0
0.0 0.0 0.0
-0.1 -0.1 0.0
0.2 0.0 0.1
-0.2 0.0 0.0
0.3 -0.1 0.1
0.3 -0.1 -0.1
0.0 0.2 0.0
0.0 0.0 0.0
0.0 0.0 0.0
0.0 0.0 0.0